Record 1
Computed, not measured: H12O6Pt as an isolated structure, with ωB97M-V with the def2-TZVPD basis set.

Calculated values
frontier orbital gap (spin up / spin down)	10.54 / 9.92	eV
net charge	+2
multiplicity	3
expectation value of S²	2.002
max |F|	0.488	eV/A

XYZ file:
```
19
Properties=species:S:1:pos:R:3:lowdin_charge:R:1
Pt -0.0420 -0.0733 0.0764 1.32
O -0.9874 -0.9137 1.9220 -0.09
H -1.9349 -0.8109 2.0850 0.10
H -0.7227 -1.7182 2.3911 0.11
O -1.8941 1.2413 -0.4041 -0.08
H -2.2632 1.4590 -1.2720 0.10
H -2.5854 1.4464 0.2400 0.10
O 1.0373 0.9600 -1.7236 -0.08
H 0.8031 1.8828 -1.8921 0.09
H 1.5754 0.6734 -2.4749 0.10
O 0.8337 1.6550 1.1861 -0.09
H 0.4181 2.2742 1.8016 0.11
H 1.7635 1.9067 1.1127 0.10
O 1.9640 -1.2040 0.4055 -0.08
H 2.2821 -2.0199 0.8167 0.10
H 2.7424 -0.7680 0.0350 0.09
O -0.8337 -1.7089 -1.2425 -0.09
H -0.4043 -2.5288 -1.5230 0.10
H -1.7520 -1.7530 -1.5400 0.10
```

Record 2
Computed, not measured: one molecule with the formula C6H14N2, with ωB97M-V with the def2-TZVPD basis set.

Calculated values
SMILES	C=CCCCNCN
frontier orbital gap	9.52	eV
max |F|	1.609	eV/A

XYZ file:
```
22
Properties=species:S:1:pos:R:3:lowdin_charge:R:1
C -1.6435 -2.6285 1.3803 -0.01
C -0.9664 -1.5603 0.9794 -0.19
C -0.3106 -0.5827 1.9015 -0.21
C -0.4377 0.8433 1.3458 -0.20
C 0.5841 1.3857 0.3104 -0.22
N 0.2521 0.9633 -1.0399 -0.10
C 1.2356 1.1195 -2.0661 -0.35
N 1.0159 0.0979 -3.0679 0.00
H -1.7070 -2.8159 2.4500 0.05
H -2.1548 -3.3891 0.8093 0.05
H -0.8226 -1.3731 -0.0795 0.08
H 0.6998 -0.8114 2.2468 0.12
H -0.8297 -0.5733 2.8685 0.11
H -0.3983 1.5008 2.2196 0.10
H -1.3882 1.0550 0.8450 0.11
H 0.4025 2.4631 0.4597 0.11
H 1.5936 0.9900 0.4131 0.11
H -0.7190 0.9331 -1.3308 0.12
H 2.2458 1.1023 -1.6393 0.11
H 1.1902 2.1133 -2.5412 0.10
H 1.7367 -0.1900 -3.7096 0.06
H 0.4215 -0.6429 -2.7552 0.05
```

Record 3
Computed, not measured: a 2-piece molecular cluster, C3H2O7P overall, with ωB97M-V with the def2-TZVPD basis set.

Calculated values
frontier orbital gap (spin up / spin down)	6.47 / 6.47	eV
net charge	-1
max |F|	3.525	eV/A

XYZ file:
```
13
Properties=species:S:1:pos:R:3:lowdin_charge:R:1
C -1.8022 2.2659 0.3549 -0.48
C 0.2015 -0.7469 0.0429 -0.37
C 1.7589 -0.9588 -0.6865 -0.32
O -2.1343 2.0772 -0.7242 0.14
O -1.5290 2.6415 1.4381 0.17
O -2.8612 -0.5822 0.7583 -0.43
O -0.4711 0.3796 -0.1636 -0.26
O -0.6872 -1.7854 0.0275 -0.22
O 2.4511 0.2755 -0.4373 -0.09
O 2.4624 -1.9713 -0.1450 -0.03
P -2.0165 -0.6187 -0.4086 0.75
H 1.6727 0.8161 -0.6934 0.06
H 2.9548 -1.7926 0.6368 0.07
```

Record 4
Computed, not measured: a 2-piece molecular cluster, C13H17N5O6 overall, with ωB97M-V with the def2-TZVPD basis set.

Calculated values
SMILES	N#Cc1cc([N+](=O)[O-])cc2c1no[n+]2[O-].COCCNCCOC
frontier orbital gap	6.49	eV
max |F|	3.092	eV/A

XYZ file:
```
41
Properties=species:S:1:pos:R:3:lowdin_charge:R:1
N 4.3600 1.2562 2.6656 0.17
C 3.2114 1.0480 2.5770 -0.16
C 1.8039 0.8024 2.4538 -0.14
C 0.8039 1.7723 2.3758 0.09
C -0.5781 1.4046 2.4803 -0.11
N -1.5417 2.4458 2.7306 -0.31
O -1.1440 3.6300 2.8306 0.06
O -2.7530 2.1305 2.8641 0.05
C -0.9850 0.0618 2.4492 0.11
C 0.0174 -0.8847 2.3539 -0.08
C 1.3922 -0.5697 2.4469 -0.19
N 2.1759 -1.6367 2.7330 0.16
O 1.2668 -2.7170 2.7619 0.05
N -0.0623 -2.2803 2.4671 -0.12
O -0.9808 -3.0731 2.3631 0.11
H 1.0706 2.8163 2.2810 0.13
H -2.0202 -0.2601 2.4997 0.11
C -2.6913 -0.8775 -3.4321 -0.11
O -3.0541 -0.7581 -2.0566 -0.19
C -2.2593 0.1683 -1.3283 -0.21
C -3.0558 0.5665 -0.0854 -0.21
N -3.1745 -0.5018 0.8455 -0.10
C -4.3921 -0.5648 1.6231 -0.19
C -4.8071 -2.0040 1.8389 -0.20
O -3.6413 -2.8160 1.8035 -0.24
C -3.9364 -4.2030 1.8950 -0.10
H -3.5539 -1.3251 -3.9419 0.09
H -2.4661 0.0984 -3.9050 0.09
H -1.8191 -1.5392 -3.5770 0.09
H -1.3179 -0.3154 -1.0015 0.13
H -2.0382 1.0895 -1.9067 0.13
H -2.5486 1.3992 0.4305 0.10
H -4.0678 0.9261 -0.3465 0.13
H -2.7573 -1.3965 0.5977 0.12
H -4.2025 -0.0639 2.5772 0.10
H -5.1932 -0.0134 1.1198 0.12
H -5.3217 -2.1164 2.8081 0.13
H -5.4879 -2.2816 1.0144 0.13
H -2.9837 -4.7368 1.8881 0.08
H -4.4817 -4.4529 2.8235 0.09
H -4.5504 -4.5392 1.0400 0.09
```

Energy across the listed records, respectively: -15708.81076; -9427.56471; -26765.21451; -33482.03163 eV.
Energy above the lowest of the compared OMol25 structures with the same formula, charge and spin across the listed records, respectively: 1.77; 44.27; 0.00; 264.03 kcal/mol.